[1]
C17H18FeN3O7 as an isolated structure in a non-equilibrium geometry, computed with wB97M-V/def2-TZVPD.

## Properties
2S+1	2
orbital gap (spin up / spin down)	6.6 / 6.8	eV
total charge	0

```
46
Properties=species:S:1:pos:R:3:mulliken_spin:R:1
Fe -0.54 -0.85 -0.10 0.861
C -0.43 2.56 1.92 -0.001
C 0.30 1.36 2.40 -0.002
N 0.24 0.18 1.83 0.023
C 1.05 -0.66 2.53 -0.003
C 1.62 0.03 3.57 0.003
N 1.13 1.31 3.46 0.000
C 2.57 -0.31 4.65 -0.001
O 3.04 -1.53 4.65 0.000
O 2.88 0.54 5.45 0.000
C 1.15 -2.10 2.12 0.003
O 1.87 -2.85 2.80 0.000
O 0.47 -2.41 1.11 0.002
H -0.99 2.27 1.04 -0.001
H 0.27 3.36 1.66 0.000
H -1.12 2.93 2.68 0.000
H 1.39 2.04 4.10 0.000
H 2.62 -2.12 3.93 0.000
N -4.49 -0.35 1.75 0.000
C -3.35 -0.73 1.16 0.006
O -2.51 0.09 0.82 -0.008
C -3.13 -2.20 0.93 -0.018
C -2.38 -2.42 -0.34 0.112
H -4.63 0.64 1.92 0.000
H -5.15 -1.00 2.14 0.000
H -4.09 -2.74 0.95 0.006
H -2.53 -2.57 1.77 0.001
H -2.86 -2.05 -1.24 0.001
H -1.90 -3.38 -0.44 0.000
C 3.40 0.58 -2.04 -0.001
C 1.92 0.28 -1.96 -0.004
O 1.49 -0.23 -0.93 0.000
C 1.09 0.60 -3.10 0.011
C 1.64 1.12 -4.29 -0.005
C 0.85 1.41 -5.38 0.010
C -0.53 1.19 -5.30 -0.005
C -1.10 0.71 -4.16 0.006
C -0.32 0.38 -3.01 0.004
O -0.91 -0.08 -1.98 -0.001
H 3.87 0.31 -1.10 0.000
H 3.56 1.64 -2.25 0.000
H 3.84 -0.01 -2.84 0.000
H 2.70 1.29 -4.36 0.000
H 1.30 1.78 -6.28 0.001
H -1.15 1.41 -6.16 0.000
H -2.17 0.55 -4.08 0.001
```

***

[2]
C17H18MoN5O7SSe as an isolated structure, computed with wB97M-V/def2-TZVPD.

## Properties
orbital gap	5.3	eV
total charge	+3
energy relative to the best compared isomer or geometry (same formula, charge and spin)	9.5	kJ/mol

```
50
Properties=species:S:1:pos:R:3:lowdin_charge:R:1
Mo -0.01 0.78 1.30 2.000
C -1.28 -4.10 -5.13 -0.004
C -1.19 -3.47 -3.78 -0.191
C -1.76 -4.11 -2.67 0.021
C -1.69 -3.55 -1.42 -0.004
C -1.02 -2.32 -1.27 -0.328
C -0.44 -1.66 -2.37 -0.031
C -0.53 -2.24 -3.60 0.013
S -0.96 -1.64 0.27 0.788
O -1.55 -2.41 1.30 -0.175
O 0.45 -1.07 0.54 -0.410
N -1.49 -0.06 0.29 -0.185
C -2.57 0.65 0.84 -0.322
C -3.92 0.45 0.93 0.075
C -4.61 1.46 1.59 0.058
C -3.94 2.56 2.14 0.031
C -2.57 2.65 2.05 -0.026
N -1.91 1.69 1.38 -0.033
H -2.29 -4.43 -5.34 0.109
H -0.65 -5.00 -5.15 0.116
H -0.95 -3.43 -5.92 0.094
H -2.26 -5.06 -2.80 0.144
H -2.12 -4.04 -0.56 0.133
H 0.06 -0.71 -2.24 0.118
H -0.10 -1.74 -4.46 0.135
H -4.41 -0.42 0.51 0.147
H -5.69 1.40 1.69 0.148
H -4.49 3.34 2.65 0.143
H -1.99 3.47 2.46 0.139
C 3.00 3.37 -1.36 0.075
N 3.16 2.34 -0.31 0.014
C 4.42 2.00 0.16 0.058
C 4.60 1.08 1.13 0.084
C 3.46 0.44 1.70 -0.276
N 2.25 0.79 1.20 0.087
C 2.14 1.70 0.23 -0.433
O 0.89 1.88 -0.09 -0.104
N 3.55 -0.45 2.66 0.267
H 3.40 4.31 -0.98 0.124
H 1.95 3.49 -1.58 0.104
H 3.55 3.06 -2.24 0.122
H 5.25 2.52 -0.31 0.168
H 5.60 0.84 1.47 0.150
H 4.45 -0.71 3.04 0.163
H 2.73 -0.88 3.07 0.139
O -0.98 1.89 4.85 -0.261
Se 0.34 1.61 4.06 1.090
O 1.78 1.30 4.60 -0.292
O -0.06 0.05 2.93 -0.459
O 0.37 2.38 2.54 -0.519
```

***

[3]
A single C17H18N2O4S molecule in a non-equilibrium geometry, computed with wB97M-V/def2-TZVPD.

## Properties
orbital gap	7.9	eV
total charge	0
energy relative to the best compared isomer or geometry (same formula, charge and spin)	137.2	kJ/mol

```
42
Properties=species:S:1:pos:R:3:lowdin_charge:R:1
C 7.36 2.04 1.63 -0.063
C 5.86 1.79 1.67 -0.212
O 5.45 0.91 0.62 -0.008
C 5.21 1.46 -0.57 -0.494
O 5.31 2.63 -0.82 0.114
C 4.80 0.40 -1.58 -0.027
C 3.73 -0.48 -1.01 -0.405
C 3.92 -1.68 -0.40 -0.344
S 2.42 -2.34 0.16 1.110
C 1.65 -0.92 -0.49 -0.572
N 0.30 -0.74 -0.39 0.113
C -0.50 -1.68 0.21 -0.477
O -0.01 -2.70 0.67 -0.025
C -1.94 -1.40 0.26 0.012
C -2.54 -0.24 -0.04 -0.027
C -3.96 0.03 0.03 -0.227
C -4.91 -0.93 0.42 -0.015
C -6.25 -0.61 0.46 0.009
C -6.70 0.67 0.13 -0.273
O -8.04 0.87 0.21 -0.075
C -8.56 2.14 -0.11 -0.083
C -5.77 1.63 -0.26 -0.014
C -4.42 1.30 -0.30 -0.027
N 2.44 -0.06 -1.05 0.109
H 7.65 2.66 2.48 0.076
H 7.62 2.56 0.71 0.075
H 7.90 1.10 1.68 0.077
H 5.57 1.28 2.59 0.124
H 5.31 2.73 1.58 0.122
H 4.43 0.91 -2.47 0.128
H 5.68 -0.19 -1.83 0.132
H 4.84 -2.20 -0.25 0.070
H -0.07 0.10 -0.81 0.141
H -2.50 -2.24 0.63 0.111
H -1.96 0.61 -0.37 0.107
H -4.60 -1.92 0.68 0.109
H -6.98 -1.35 0.76 0.121
H -9.63 2.06 0.03 0.094
H -8.34 2.41 -1.15 0.097
H -8.16 2.91 0.55 0.097
H -6.07 2.63 -0.52 0.104
H -3.72 2.06 -0.61 0.114
```

***

no.,M (g/mol)
1,432.2
2,611.3
3,346.4